29
Properties=species:S:1:pos:R:3:forces:R:3:mulliken_charge:R:1 method="wB97M-V/def2-TZVPD" charge=+1 e_lumo_ev="-5.14 / -8.34" spin_multiplicity=2 orbital_gap_ev="7.694 / 4.492"
Ag -1.49003 -3.39637 2.29453 0.2 0.3 -0.3 0.7014
Br -2.68725 -1.84577 0.32034 0.0 -0.2 0.2 0.1369
C -0.98980 1.66487 -2.75277 -0.3 0.0 -0.3 -0.4714
C -2.24857 1.69368 -1.87939 -1.2 0.4 -0.6 -0.6223
C -1.88871 1.92356 -0.41243 0.3 -1.2 -0.2 -0.2261
S -0.21525 2.60941 -0.42552 -0.9 0.5 -0.8 1.0403
O 0.67667 1.63247 0.11065 0.7 -0.8 0.3 -0.5622
O -0.24607 3.94293 0.07277 0.1 0.6 0.7 -0.6753
C -0.06048 2.72606 -2.20417 0.2 -0.5 -0.4 -0.6947
H -1.28586 1.89985 -3.77452 0.2 0.0 -0.1 0.3274
H -0.50901 0.68591 -2.79382 0.0 0.0 0.3 0.2110
H -2.87240 0.81479 -2.07274 0.3 -0.2 0.5 0.3540
H -2.92766 2.48375 -2.22386 0.4 0.2 0.0 0.2833
H -1.86732 0.92486 0.04530 0.3 0.5 0.4 -0.1215
H -2.51508 2.57848 0.17871 -0.2 0.2 -0.2 0.4182
H 0.97295 2.55763 -2.49685 0.1 0.2 0.2 0.3931
H -0.39054 3.71127 -2.51796 0.1 0.2 0.2 0.3742
C 0.87070 -1.84265 -0.40187 -0.9 0.8 -0.8 -0.1721
O 1.91980 -1.75609 0.51580 0.6 0.2 -0.6 -0.3004
C 1.68053 -2.15392 1.71842 0.1 0.0 0.6 0.7187
O 0.58202 -2.47825 2.14860 -0.5 -0.4 0.4 -0.3569
O 2.78460 -2.13507 2.40082 0.1 0.0 0.7 -0.3029
C 2.71216 -2.59099 3.75891 0.3 -0.8 0.6 -0.7013
H -0.02951 -1.33988 -0.01789 0.1 -0.3 0.1 -0.2307
H 0.68508 -2.86977 -0.70573 -0.1 -0.1 0.1 0.4045
H 1.16411 -1.23689 -1.25052 0.2 -0.1 -0.2 0.2152
H 2.54892 -3.67340 3.78991 0.0 0.2 -0.2 0.3127
H 1.94346 -2.12416 4.37061 -0.1 0.3 -0.4 0.3011
H 3.68252 -2.40633 4.20466 0.1 0.2 -0.2 0.2457



68
Properties=species:S:1:pos:R:3:forces:R:3:mulliken_charge:R:1 method="wB97M-V/def2-TZVPD" charge=+1 e_lumo_ev="-2.48 / -2.85" e_above_lowest_kcal_mol=4.5 spin_multiplicity=2 orbital_gap_ev="8.480 / 8.110"
Ca -0.15507 0.26585 -0.83082 -0.5 -0.8 -0.2 2.9683
C -2.41488 -2.21550 1.83530 -0.1 -0.1 0.4 -1.4913
C -2.67895 -1.30025 0.79381 -0.6 -2.0 0.3 -0.0317
N -1.95336 -0.23250 0.89665 1.4 1.2 0.5 -0.7791
N -1.21248 -0.38274 2.03381 0.4 -1.0 -0.3 0.8672
C -1.44868 -1.60544 2.59803 -0.2 1.2 -0.4 -0.1917
B -0.10994 0.59625 2.49337 -0.2 -0.1 0.7 0.1919
N -0.31141 1.92179 1.70503 0.2 1.2 1.5 0.8227
C -0.22518 3.09772 2.37910 -0.1 -0.4 1.6 -0.1171
C 0.24383 4.06676 1.56036 -0.1 1.1 -0.3 -1.4512
C 0.39677 3.42716 0.33756 -0.1 -0.2 0.1 -0.3149
N 0.07569 2.15868 0.43986 0.0 -0.5 -0.5 -0.8805
N 1.32327 0.09010 2.18561 -0.5 -0.3 -1.3 0.1470
C 2.30634 -0.39615 2.94654 0.4 -0.3 -0.7 -0.1128
C 3.31874 -0.85220 2.12061 -0.6 -0.1 -1.1 -1.5181
C 2.80564 -0.66164 0.78140 0.4 0.4 3.5 -0.4786
N 1.61806 -0.07646 0.86210 -0.1 -0.4 -0.3 0.2991
N -0.29543 0.69097 4.03975 0.6 1.2 -0.4 0.5649
C -1.46208 0.48770 4.69369 0.4 0.3 1.0 -0.3425
C -1.27051 0.74594 6.04196 0.9 0.3 -1.3 -0.9546
C 0.09142 1.17188 6.10864 -1.0 0.2 -1.5 -0.3729
N 0.65726 1.21875 4.89890 -0.7 -1.2 0.2 -1.0281
H -2.92859 -3.12387 2.09309 0.0 -0.1 -0.2 0.5150
H -3.34868 -1.47799 -0.02431 -0.2 0.2 -0.3 0.4579
H -0.98214 -1.80116 3.55482 -0.1 -0.4 -0.3 0.5623
H -0.41509 3.17943 3.45287 0.0 -0.3 -0.6 0.4359
H 0.37988 5.10601 1.80439 0.1 0.0 0.0 0.4530
H 0.72797 3.76645 -0.61004 0.2 0.6 -0.6 0.6065
H 2.15341 -0.43025 3.99286 0.3 0.2 0.8 0.5874
H 4.27166 -1.26801 2.41432 -0.2 0.0 -0.1 0.4303
H 3.32629 -0.88585 -0.10553 0.2 -0.1 -1.1 0.5254
H -2.32968 0.24304 4.12762 -0.5 -0.3 0.1 0.5631
H -2.01822 0.76918 6.79648 -0.2 -0.2 0.5 0.4330
H 0.62129 1.54583 6.94879 0.4 0.1 0.5 0.4966
N -0.26201 -4.00098 -2.50468 1.1 -2.1 0.8 -0.2987
C 0.02185 -3.11221 -1.59929 -0.9 1.2 0.5 0.1296
O -0.42523 -1.97091 -1.74882 0.3 1.4 0.3 -0.7069
C 0.78405 -3.48399 -0.37955 0.5 0.9 1.7 1.1322
C 1.54524 -4.75504 -0.40466 -0.9 0.0 -0.5 -1.0766
H -0.60493 -3.71882 -3.36970 -0.8 0.3 -1.5 0.2850
H 0.13624 -4.90686 -2.34542 -0.1 -0.3 -0.7 0.0956
H 0.02604 -3.49757 0.48534 0.8 0.2 -1.0 0.0126
H 1.42267 -2.58734 -0.20914 -0.3 -0.7 0.3 -0.4318
H 0.92047 -5.54692 -0.80471 0.7 -0.6 0.3 0.3541
H 2.50759 -4.95432 0.05346 -0.3 0.2 -0.1 0.3557
Cl -6.01552 2.37021 -1.11990 -0.1 -0.4 0.6 -0.2035
C -4.54561 1.90256 -1.88883 -0.9 0.9 -0.8 0.0239
C -4.45783 2.28194 -3.22068 1.7 0.3 -0.3 -0.3178
C -3.22624 2.03221 -3.83417 -1.3 0.6 0.3 -0.6515
C -2.20470 1.45545 -3.12943 -0.3 -0.7 0.0 -0.3822
N -2.31346 1.06885 -1.85920 -0.7 0.0 0.5 -0.0349
C -3.49125 1.29345 -1.23775 -0.2 -0.8 0.9 -0.4510
H -5.18262 2.88319 -3.77832 -0.1 -0.6 0.6 0.4053
H -3.10752 2.38158 -4.83099 0.3 -0.1 -0.7 0.4319
H -1.33576 1.14831 -3.67474 0.8 0.2 0.0 0.4167
H -3.69278 0.89712 -0.19954 0.8 0.8 -1.2 0.3932
N 3.17864 -0.81110 -5.39850 -2.7 -0.8 1.8 -0.4252
C 3.03952 -0.03843 -4.26687 0.9 0.0 -1.1 0.4260
C 1.86767 -0.09364 -3.51789 -1.3 -2.0 -0.8 -0.3834
N 1.67300 0.66335 -2.49572 -0.5 1.7 1.6 0.0402
C 2.58936 1.60101 -2.16003 0.6 -1.2 -0.8 -0.5508
C 3.78064 1.59595 -2.86612 -0.4 0.0 -0.6 -0.4633
N 4.01123 0.80628 -3.92495 -0.4 -0.2 0.2 -0.6045
H 2.60584 -1.66461 -5.48359 0.6 1.0 0.0 0.2060
H 3.96917 -0.75355 -5.94559 2.0 0.2 -1.0 0.2333
H 1.04038 -0.82555 -3.74790 1.0 0.7 0.1 0.2390
H 2.40639 2.24143 -1.32597 -0.1 0.2 0.4 0.5021
H 4.58236 2.25947 -2.63283 0.4 0.4 0.3 0.4371



27
Properties=species:S:1:pos:R:3:forces:R:3:mulliken_charge:R:1 method="wB97M-V/def2-TZVPD" charge=+1 e_lumo_ev=-4.49 e_above_lowest_kcal_mol=78.5 orbital_gap_ev=9.777 smiles="CC(C)(C)[N@@+]1(C)CN=CC=N1"
C -1.14069 -2.96736 -1.03989 -0.1 -1.9 -1.0 -0.3150
C -1.98932 -1.92848 -0.45330 1.9 1.2 -0.7 0.0402
C 0.69743 -1.56772 -0.75283 -0.7 -0.2 -2.5 -0.5351
C 1.59784 1.03376 0.28818 3.1 0.2 1.1 -1.3595
C -0.69845 1.76300 0.61968 1.2 -1.4 1.1 -1.9660
C 0.13727 -0.38166 1.89535 0.4 1.3 1.0 -1.1110
C -0.40315 0.32797 -1.87082 -1.4 1.9 -1.0 -0.7580
C 0.24423 0.53335 0.62183 -1.4 0.0 0.0 1.2530
N 0.11596 -2.82364 -1.11624 -0.8 0.3 -0.8 -0.4821
N -1.58871 -0.73611 -0.23290 -0.9 -0.8 0.6 -0.8264
N -0.22146 -0.38764 -0.55354 -1.0 -0.4 -1.1 0.6577
H -1.59653 -3.93451 -1.47345 0.7 1.6 1.1 0.3634
H -2.98171 -2.11797 -0.20086 -1.6 -0.3 0.4 0.5333
H 1.27645 -1.82136 0.03795 1.5 0.0 3.1 0.4858
H 1.43565 -1.30966 -1.51888 -0.4 0.1 -0.2 0.4296
H 2.23508 0.16984 -0.13751 -0.6 1.8 0.5 0.2810
H 1.58262 1.99009 -0.34044 0.2 -1.7 0.7 0.3655
H 2.11323 1.31580 1.31252 -0.9 -0.4 -2.1 0.3776
H -1.69281 1.52471 0.48975 -2.2 -0.8 0.2 0.4952
H -0.49401 2.42691 -0.14747 0.9 1.2 -1.6 0.5119
H -0.57246 2.32198 1.51256 0.1 0.3 1.0 0.4470
H -0.90665 -0.83337 1.91567 1.6 0.4 0.3 0.3331
H 1.00165 -1.16840 1.98285 -1.8 1.5 -0.1 0.2987
H 0.22366 0.40057 2.77921 -0.1 -1.9 -1.6 0.4249
H -1.15404 1.23444 -1.77331 1.5 -2.1 0.2 0.2949
H 0.56811 0.77926 -2.14602 -0.5 -0.6 -0.2 0.4158
H -0.88463 -0.34236 -2.66729 1.2 0.7 1.3 0.3445



88
Properties=species:S:1:pos:R:3:forces:R:3:mulliken_charge:R:1 method="wB97M-V/def2-TZVPD" charge=0 e_lumo_ev=0.24 orbital_gap_ev=6.325
Be -0.19454 0.49876 5.30931 0.9 -1.4 0.2 -0.0694
C -1.86446 -0.01370 5.94580 -1.2 -0.5 1.5 0.7785
C -2.09929 -0.34745 4.61159 1.3 -0.6 -0.2 -1.1338
C -2.66070 0.57496 3.59931 -0.1 1.0 -1.4 -0.8995
C -1.53425 1.38007 2.87878 -1.2 -0.9 -0.6 -0.3154
C -0.38902 1.74340 3.76323 -0.3 1.4 0.7 -0.2533
C -0.52159 2.26517 5.04495 -0.4 1.6 -0.7 -0.1681
C -1.86187 2.52881 5.67812 -0.9 0.2 0.5 -1.2823
C -2.36820 1.31971 6.50386 -0.3 0.3 0.4 -1.2611
C 1.56406 0.31046 5.10822 0.8 -1.4 -1.4 -1.4594
H -2.00471 -0.85068 6.64297 0.2 0.4 -0.3 0.9392
H -2.05090 -1.40283 4.30824 0.1 0.4 0.4 0.3864
H -3.41458 1.28934 3.97367 0.2 -0.5 0.1 0.3608
H -3.18806 -0.01136 2.82578 0.2 0.2 0.3 0.4317
H -1.16215 0.74595 2.05246 0.0 0.3 0.4 -0.2583
H -1.98009 2.26527 2.38341 0.4 0.0 0.2 0.3494
H 0.52733 1.94127 3.19396 0.0 -0.5 0.6 0.5861
H 0.30247 2.86583 5.44941 -0.1 -0.6 -0.1 0.7168
H -2.63179 2.79414 4.93553 0.4 0.1 0.2 0.3403
H -1.77916 3.39553 6.35641 0.0 -0.3 -0.3 0.4180
H -2.04861 1.43636 7.55362 0.2 -0.1 -0.5 0.2273
H -3.47333 1.35892 6.57294 0.3 -0.2 -0.2 0.3633
H 2.29399 -0.22224 5.72876 -0.3 0.1 -0.2 0.2702
H 2.06081 1.26617 4.86202 -0.5 -0.1 0.2 0.4418
H 1.52857 -0.23822 4.13508 0.6 0.1 0.4 0.2153
P 0.03661 -2.35517 -4.34267 0.7 -0.6 0.1 0.0047
P 2.08526 0.55414 -4.60955 0.8 -0.2 0.1 0.0501
C -0.43605 -0.72272 -4.99064 0.1 1.3 0.0 -0.4232
C 0.31135 0.41492 -4.96465 -1.0 -0.7 -0.5 -0.4214
C -0.87082 -3.51223 -5.45372 -0.1 -0.1 -0.2 0.3020
C -2.04694 -3.15908 -6.12773 0.1 -0.5 -0.1 0.0507
C -2.70057 -4.08368 -6.94659 0.1 0.0 0.1 -0.6927
C -2.19101 -5.37343 -7.09435 0.2 0.1 0.2 -0.4206
C -1.01927 -5.74176 -6.42168 -0.2 0.2 0.0 -0.5292
C -0.35671 -4.81660 -5.61551 -0.3 0.4 0.0 -0.3295
C -0.98058 -2.43700 -2.79946 -0.3 0.4 0.1 0.4722
C -0.60051 -1.56679 -1.75863 -0.3 -0.3 -0.1 -0.6873
C -1.32977 -1.52617 -0.57082 -0.1 -0.2 -0.2 -0.3591
C -2.45446 -2.34864 -0.41633 0.1 0.0 -0.2 -0.3524
C -2.83852 -3.21544 -1.44382 0.3 0.1 0.1 -0.6543
C -2.09456 -3.27243 -2.62668 0.1 0.3 0.2 -0.3136
C 2.65303 1.36409 -6.19526 -0.3 0.0 -0.2 0.3805
C 2.62736 0.55824 -7.35000 0.0 0.3 0.1 -0.3902
C 2.99143 1.08004 -8.59031 0.0 0.2 0.2 -0.6097
C 3.38683 2.41871 -8.69558 -0.1 -0.1 0.2 -0.4066
C 3.41861 3.22826 -7.55816 0.0 -0.3 0.0 -0.5984
C 3.06747 2.70074 -6.30970 -0.1 -0.2 -0.2 -0.2072
C 2.14204 1.97409 -3.45025 0.1 0.1 0.2 0.5025
C 3.25339 2.06451 -2.58685 -0.4 0.2 -0.3 -0.4286
C 3.36362 3.13049 -1.69634 -0.2 0.1 -0.1 -0.5665
C 2.36287 4.11013 -1.65253 0.1 -0.2 -0.1 -0.5071
C 1.26261 4.02615 -2.50690 0.0 -0.2 0.0 -0.6742
C 1.14677 2.95642 -3.39919 0.4 0.2 0.4 0.0323
H -1.45538 -0.65444 -5.38909 0.3 0.3 0.3 0.3021
H -0.15189 1.35400 -5.30099 -0.1 -0.5 -0.1 0.5554
H -2.47094 -2.16790 -6.00928 0.0 -0.2 0.0 0.1377
H -3.61348 -3.78758 -7.46305 0.2 -0.1 0.1 0.3761
H -2.70228 -6.09306 -7.73089 0.1 0.1 0.1 0.3697
H -0.62462 -6.75237 -6.52537 -0.1 0.3 0.0 0.3795
H 0.55764 -5.09819 -5.09217 -0.2 0.1 -0.1 0.3673
H 0.26126 -0.91195 -1.89832 -0.2 -0.1 0.1 0.3779
H -1.02621 -0.84769 0.22927 -0.1 -0.2 -0.2 0.3718
H -3.03080 -2.30507 0.50769 0.1 0.0 -0.2 0.3767
H -3.72372 -3.84431 -1.32936 0.3 0.2 0.0 0.3596
H -2.39823 -3.95523 -3.41876 0.1 0.2 0.1 0.2851
H 2.29978 -0.47854 -7.26789 0.1 0.2 0.0 0.3590
H 2.95623 0.44475 -9.47500 0.0 0.2 0.2 0.3621
H 3.66456 2.82674 -9.66581 -0.1 -0.1 0.2 0.3547
H 3.70949 4.27673 -7.63971 0.0 -0.3 0.0 0.3626
H 3.09968 3.34307 -5.43014 0.0 -0.2 -0.2 0.2919
H 4.02872 1.29882 -2.63306 -0.2 0.2 0.0 0.3700
H 4.23097 3.20126 -1.03975 -0.2 0.0 -0.1 0.3984
H 2.44640 4.93859 -0.95136 0.0 -0.2 -0.2 0.3906
H 0.48791 4.79340 -2.48850 0.2 -0.2 0.1 0.4018
H 0.28728 2.89846 -4.05927 0.1 0.1 0.1 0.1871
C -0.93072 -0.85327 8.75530 0.0 -0.1 0.1 -1.2630
Si 0.40422 -0.33272 7.51424 -0.7 1.3 -0.5 0.7691
C 1.09028 1.31381 8.10921 0.4 0.0 0.4 -1.1253
C 1.62342 -1.76567 7.61948 0.1 0.0 -0.2 -1.2186
H -1.75429 -0.13574 8.87180 0.3 -0.2 0.0 0.3366
H -0.42857 -0.96804 9.72923 -0.2 0.0 -0.2 0.4522
H -1.36428 -1.82731 8.48484 0.1 0.2 0.1 0.3227
H 1.38353 1.17321 9.16366 0.0 0.3 -0.2 0.4549
H 1.97647 1.61612 7.53201 -0.3 -0.1 0.2 0.2823
H 0.35564 2.13381 8.06126 0.2 -0.4 0.0 0.2584
H 1.85444 -1.91873 8.69021 -0.1 0.0 -0.4 0.3259
H 1.16338 -2.68748 7.22486 0.2 0.3 0.2 0.3266
H 2.55475 -1.57095 7.07122 -0.3 -0.2 0.3 0.3933



25
Properties=species:S:1:pos:R:3:forces:R:3:mulliken_charge:R:1 method="wB97M-V/def2-TZVPD" charge=0 e_lumo_ev=-0.60 e_above_lowest_kcal_mol=41.0 orbital_gap_ev=9.081
C 0.86761 -3.33923 -0.34684 0.7 0.4 0.1 -1.5023
C 1.12605 -2.05089 -1.17529 -0.9 -1.1 0.7 1.4796
C 0.84843 -2.43318 -2.58264 0.4 0.4 -1.3 -0.0871
N 0.66815 -2.73439 -3.68304 0.1 0.2 1.0 -0.4733
C 0.14511 -0.96285 -0.68053 -0.7 -0.7 -1.2 -0.4866
C -1.16553 -1.24253 -1.28593 -1.1 0.3 -0.5 0.2246
N -2.18239 -1.38138 -1.81795 0.9 0.0 0.6 -0.4806
O 2.48238 -1.73566 -0.96372 0.1 -0.4 0.2 -0.3276
N 2.80535 -0.37424 -1.31096 0.2 0.9 -0.2 0.1879
O 3.13677 -0.28481 -2.41443 0.1 -0.1 0.0 -0.2323
H 1.83796 -3.75578 -0.09635 0.1 -0.2 -0.1 0.4068
H 0.41069 -3.05364 0.59070 -0.3 -0.2 0.2 0.3269
H 0.28866 -4.06899 -0.89275 -0.3 -0.1 0.0 0.3466
H 0.39487 0.04006 -0.98433 0.3 0.2 0.0 0.3823
H -0.01831 -0.98484 0.38121 0.5 0.1 0.4 0.3021
C -0.02671 3.52716 1.97669 0.0 0.1 -0.1 -1.0151
S -0.77432 1.89417 1.93577 0.0 0.0 0.0 0.4353
O -0.35822 1.25262 0.65223 -0.2 0.5 0.4 -0.5725
C -2.46505 2.45933 1.71601 -0.1 0.0 -0.1 -0.9901
H 1.05027 3.40443 2.06855 0.0 -0.1 0.0 0.3239
H -0.25818 4.05973 1.05449 0.0 -0.1 0.0 0.3162
H -0.40593 4.07605 2.83828 0.0 0.0 0.0 0.4006
H -2.53608 3.06143 0.81049 0.1 0.0 0.0 0.3203
H -2.76614 3.04281 2.58576 0.0 0.0 0.0 0.3918
H -3.10546 1.58461 1.62460 0.1 0.0 0.0 0.3226